1.
Molecular formula: C4H12N2S
Method: DFT, the ωB97M-V functional and the def2-TZVPD basis

Values from the calculation:
total energy = -18157.30712 eV
LUMO energy = 0.97 eV
net charge = 0
HOMO level = -8.96 eV
structure (SMILES) = NCNCCCS
HOMO-LUMO gap = 9.934 eV

Last column: Löwdin charge in e.
CARTESIAN COORDINATES (ANGSTROEM)
C: 0.85 0.03 -1.09  -0.20
N: 0.31 -1.26 -0.53  -0.07
C: 0.79 -1.76 0.75  -0.32
N: -0.22 -1.67 1.81  0.00
C: 0.26 1.13 -0.23  -0.27
C: -1.21 1.40 -0.59  -0.54
S: -1.83 3.02 0.08  0.66
H: 0.39 0.02 -2.08  0.11
H: 1.94 0.00 -1.08  0.11
H: 0.43 -1.92 -1.28  0.09
H: 1.05 -2.81 0.67  0.11
H: 1.69 -1.27 1.12  0.11
H: -0.73 -2.55 1.82  0.06
H: -0.96 -1.02 1.65  0.04
H: 0.75 2.10 -0.38  0.09
H: 0.33 0.80 0.80  0.10
H: -1.94 0.71 -0.18  0.05
H: -1.25 1.48 -1.68  0.06
H: -0.64 3.56 0.42  -0.15

***

2.
Molecular formula: CH6N2P
Method: DFT, the ωB97M-V functional and the def2-TZVPD basis

Values from the calculation:
total energy = -13391.31058 eV
LUMO energy (alpha / beta) = -3.80 / -8.54 eV
net charge = +1
HOMO level (alpha / beta) = -10.97 / -15.82 eV
HOMO-LUMO gap (alpha / beta) = 7.168 / 7.279 eV
2S+1 = 3

Last column: Löwdin charge in e.
CARTESIAN COORDINATES (ANGSTROEM)
C: -0.17 -0.01 0.73  -0.31
N: -1.29 0.32 1.36  0.11
N: 0.23 0.29 -0.60  -0.23
P: 1.62 0.04 -1.58  0.99
H: 0.54 -0.69 1.27  0.12
H: -1.55 -0.32 2.19  0.18
H: -1.88 1.18 1.25  0.15
H: -0.23 1.16 -0.94  0.12
H: 0.89 -0.71 -2.46  -0.05
H: 1.85 -1.27 -1.22  -0.08

***

3.
Molecular formula: C2H5N5O
Method: DFT, the ωB97M-V functional and the def2-TZVPD basis

Values from the calculation:
total energy = -11648.48214 eV
LUMO energy = 0.39 eV
net charge = 0
HOMO level = -8.34 eV
structure (SMILES) = [H]/N=c1\[nH]nc(O)n1N
HOMO-LUMO gap = 8.723 eV

Last column: Löwdin charge in e.
CARTESIAN COORDINATES (ANGSTROEM)
C: 1.03 -0.88 -0.13  -0.63
C: -1.02 -0.14 0.02  -0.52
H: 0.41 1.74 0.90  0.08
H: 0.86 2.58 -0.71  0.22
H: 2.40 0.39 0.42  0.17
H: -1.76 -2.03 -0.25  0.22
H: -2.85 -0.18 -0.12  0.08
N: 0.89 1.58 0.00  0.03
N: 0.34 0.27 -0.38  0.00
N: 0.40 -1.88 -0.09  0.13
N: -0.87 -1.43 0.11  0.02
N: -2.08 0.59 0.09  0.08
O: 2.23 -0.60 0.13  0.12

***

4.
Molecular formula: C8H5N2O5Sc
Method: DFT, the ωB97M-V functional and the def2-TZVPD basis

Values from the calculation:
total energy = -42275.37928 eV
LUMO energy = -10.62 eV
net charge = +2
HOMO level = -17.22 eV
HOMO-LUMO gap = 6.596 eV

Last column: Löwdin charge in e.
CARTESIAN COORDINATES (ANGSTROEM)
O: -1.08 4.15 -4.77  0.04
C: -1.03 3.58 -3.76  0.03
Sc: 0.18 0.01 -0.71  0.49
O: -1.43 2.89 -0.67  0.20
C: -0.86 1.89 -0.70  -0.02
C: 1.33 -1.57 -1.63  -0.01
O: 1.94 -2.44 -2.09  0.23
C: 2.02 1.14 -0.65  -0.01
O: 3.00 1.75 -0.62  0.24
C: -1.54 -0.85 -1.63  -0.02
O: -2.48 -1.30 -2.15  0.24
H: 0.38 0.64 -2.67  0.09
N: -0.68 -1.64 2.94  0.14
C: 0.51 -1.02 3.31  0.03
C: 0.97 -0.38 2.16  -0.07
N: 0.05 -0.64 1.19  -0.14
C: -0.97 -1.42 1.63  -0.06
H: -1.26 -2.18 3.52  0.17
H: 0.95 -1.05 4.27  0.14
H: 1.86 0.22 1.98  0.13
H: -1.84 -1.77 1.05  0.16

***

5.
Molecular formula: C3H7N5
Method: DFT, the ωB97M-V functional and the def2-TZVPD basis

Values from the calculation:
total energy = -10673.18551 eV
LUMO energy = 0.58 eV
net charge = 0
HOMO level = -9.32 eV
structure (SMILES) = [H]/N=C/N=C\N(N)/C=N/[H]
HOMO-LUMO gap = 9.900 eV

Last column: Löwdin charge in e.
CARTESIAN COORDINATES (ANGSTROEM)
C: -2.09 0.41 -0.10  -0.22
C: -0.10 -0.93 0.10  -0.16
C: 2.23 -0.47 0.12  -0.33
H: 0.48 1.41 1.27  0.10
H: 0.71 1.65 -0.27  0.03
H: -2.42 1.43 -0.01  0.11
H: -3.77 -0.37 -0.30  0.04
H: -0.92 -1.72 0.14  0.13
H: 3.05 -0.95 0.66  0.11
H: 3.27 0.93 -0.62  0.05
N: -0.04 1.54 0.38  0.07
N: -0.68 0.31 0.09  -0.14
N: -2.80 -0.62 -0.26  0.09
N: 1.12 -1.27 0.20  0.06
N: 2.32 0.56 -0.63  0.07

***

6.
Molecular formula: HN3O3
Method: DFT, the ωB97M-V functional and the def2-TZVPD basis

Values from the calculation:
total energy = -10618.62038 eV
LUMO energy (alpha / beta) = 0.18 / -3.26 eV
net charge = 0
HOMO level (alpha / beta) = -7.77 / -11.10 eV
HOMO-LUMO gap (alpha / beta) = 7.949 / 7.839 eV
2S+1 = 3

Last column: Löwdin charge in e.
CARTESIAN COORDINATES (ANGSTROEM)
N: 0.25 0.80 -0.31  -0.03
N: -0.31 -0.17 0.18  0.08
N: 0.37 -1.36 0.32  -0.47
O: 0.75 -1.56 1.43  0.12
O: -0.35 1.90 -0.68  -0.02
O: 0.45 -2.04 -0.65  0.12
H: -1.16 2.44 -0.30  0.20

***

- Which formula does entry 5 have?
  C3H7N5